1.
A molecular structure, C36H93N5O13 at a distorted geometry. Source: the OMol25 dataset; level of theory: wB97M-V/def2-TZVPD.

Molecular weight in g mol⁻¹: 804.2
Energy relative to the best compared isomer or geometry (same formula, charge and spin) in kJ/mol: 2526.11

Each line ends with the Löwdin charge.
Cartesian coordinates (Å):
C  12.7518  -7.8379  11.3622  -0.2043
O  12.4167  -9.0292  10.7673  -0.1519
C  11.6825  -8.6810  9.5808  -0.1720
C  11.8868  -9.8224  8.5201  -0.1608
N  12.8082  -9.5085  7.3914  -0.0442
C  14.1922  -9.2757  7.8658  -0.2017
C  15.0395  -9.0388  6.6191  -0.1396
O  14.7901  -7.6866  6.1090  -0.1642
C  15.5569  -7.2849  5.0729  -0.1430
H  13.5690  -8.1428  12.0159  0.1145
H  11.9349  -7.3701  11.9116  0.1021
H  13.0745  -6.9745  10.7804  0.0463
H  11.9810  -7.7078  9.1912  0.1101
H  10.6940  -8.4625  9.9847  0.1187
H  10.9395  -10.1318  8.0786  0.1025
H  12.1371  -10.7850  8.9660  0.1143
H  12.4187  -8.8190  6.7646  0.1049
H  14.5589  -10.1561  8.3937  0.0750
H  14.2259  -8.4602  8.5883  0.0789
H  14.8587  -9.6822  5.7580  0.1311
H  16.0435  -9.3616  6.8946  0.0840
H  15.2388  -6.3609  4.5900  0.0826
H  15.6920  -8.1011  4.3632  0.1029
H  16.5296  -7.0444  5.5020  0.0652
C  14.7082  -6.6654  9.8644  -0.0918
O  14.6952  -5.2115  9.8712  -0.1408
C  15.2764  -4.4990  8.8219  -0.2387
C  15.2945  -3.0328  9.1174  -0.1700
N  16.3763  -2.6454  10.0604  -0.0384
C  16.2594  -1.2935  10.4888  -0.2440
C  15.3904  -0.9642  11.7351  -0.1420
O  15.7728  -1.9720  12.7597  -0.2362
C  15.1328  -1.7783  14.0151  -0.1249
H  14.1309  -6.8741  8.9637  0.0867
H  14.2982  -7.3042  10.6466  0.0358
H  15.6882  -7.1257  9.7388  0.0538
H  14.6914  -4.7242  7.9302  0.1151
H  16.3236  -4.7561  8.6619  0.0910
H  14.2939  -2.7479  9.4425  0.1240
H  15.5318  -2.5484  8.1702  0.1166
H  16.3445  -3.1161  10.9535  0.0967
H  15.9790  -0.6330  9.6683  0.1165
H  17.2846  -1.0174  10.7353  0.1087
H  14.3568  -1.2512  11.5415  0.1097
H  15.5376  0.0270  12.1640  0.1166
H  14.0951  -2.0470  13.8173  0.0816
H  15.3018  -0.8712  14.5953  0.0860
H  15.3626  -2.6451  14.6348  0.0810
C  21.9578  -5.9247  4.0262  -0.1525
O  20.6582  -5.8506  4.4619  -0.1649
C  20.5967  -5.6117  5.9198  -0.1224
C  19.1745  -5.7112  6.4212  -0.1884
N  18.3641  -4.6495  5.8421  -0.0106
C  17.0711  -4.8425  6.3678  -0.2636
C  16.1017  -3.9269  5.6428  -0.1508
O  14.9021  -3.8348  6.4345  -0.2758
C  13.6838  -3.7303  5.6942  -0.0674
H  22.4872  -4.9795  4.1457  0.0886
H  21.9174  -6.3607  3.0280  0.0950
H  22.5368  -6.6453  4.6039  0.0756
H  21.1744  -4.7609  6.2811  0.1396
H  21.1067  -6.4790  6.3389  0.0826
H  19.2426  -5.5855  7.5018  0.0879
H  18.7431  -6.7110  6.4707  0.1168
H  18.4174  -4.6861  4.8341  0.1134
H  17.1842  -4.5710  7.4173  0.0973
H  16.7134  -5.8702  6.4314  0.0640
H  15.8622  -4.5398  4.7739  0.0935
H  16.5330  -3.0367  5.1848  0.1319
H  13.6387  -4.5996  5.0381  0.0778
H  13.6776  -2.8353  5.0721  0.0866
H  12.7552  -3.7055  6.2643  0.0916
C  21.8964  -14.0308  13.9382  -0.0969
O  20.6039  -13.4974  14.2146  -0.1829
C  19.7530  -13.5196  13.0708  -0.2488
C  18.3924  -12.9414  13.2404  -0.1961
N  18.3626  -11.4382  13.3664  -0.0528
C  18.4858  -10.6290  12.0960  -0.1779
C  17.3151  -10.8142  11.1180  -0.2173
O  17.3992  -9.9636  10.0005  -0.2049
C  16.3847  -10.2305  9.0164  -0.1234
H  22.2824  -13.5273  13.0519  0.0810
H  21.7843  -15.0785  13.6591  0.0836
H  22.5426  -13.8731  14.8017  0.0907
H  19.5371  -14.5619  12.8361  0.1220
H  20.1390  -13.0354  12.1738  0.1185
H  17.9470  -13.1830  14.2054  0.1180
H  17.6485  -13.1783  12.4797  0.1110
H  19.1134  -11.2887  14.0253  0.0899
H  19.3408  -10.8884  11.4717  0.1021
H  18.5127  -9.5825  12.3998  0.1156
H  16.4088  -10.6544  11.7022  0.1297
H  17.3768  -11.8496  10.7829  0.1115
H  15.3978  -9.8885  9.3283  0.0761
H  16.3300  -11.2789  8.7232  0.1244
H  16.6210  -9.9388  7.9931  0.0406
C  20.5237  -9.4961  6.8498  -0.3017
O  19.7291  -10.4215  6.1417  -0.0802
C  20.2668  -11.7795  6.2966  -0.1507
C  19.2554  -12.9303  5.8347  -0.1596
N  19.3540  -13.0542  4.3275  -0.1073
C  19.1155  -14.3646  3.7240  -0.1924
C  17.8195  -15.1771  4.1298  -0.1661
O  16.5508  -14.8482  3.5098  -0.2169
C  16.0308  -13.6221  3.8386  -0.1398
H  20.4322  -9.6133  7.9296  0.1183
H  20.2312  -8.4852  6.5658  0.0499
H  21.5584  -9.5586  6.5126  0.0830
H  20.4438  -12.0372  7.3408  0.1075
H  21.2085  -12.0280  5.8072  0.1090
H  18.2090  -12.8471  6.1284  0.0941
H  19.3283  -13.9381  6.2437  0.0936
H  20.3131  -12.8847  4.0602  0.0854
H  19.9851  -14.8381  4.1798  0.1017
H  19.3484  -14.4215  2.6607  0.1167
H  17.5900  -15.2422  5.1934  0.1070
H  17.9858  -16.2114  3.8288  0.1128
H  15.4954  -13.6499  4.7876  0.0881
H  15.3300  -13.5145  3.0107  0.0912
H  16.8484  -12.9197  3.6766  0.0833
C  19.7652  -6.6191  10.5503  -0.0484
C  20.3244  -5.7778  9.4413  -0.2016
O  20.1651  -6.6479  8.3684  -0.1815
H  20.2859  -7.5611  10.7223  0.0652
H  18.7000  -6.7944  10.3998  0.0774
H  19.8003  -6.1022  11.5093  0.0860
H  21.3562  -5.4495  9.5662  0.1412
H  19.7284  -4.8708  9.5423  0.1417
H  21.1020  -6.8088  8.2345  -0.1880
C  22.3825  -8.5554  9.1577  -0.0105
C  22.2596  -7.7819  7.8297  -0.2055
O  22.0816  -6.4069  8.2584  -0.0880
H  23.3484  -8.3856  9.6334  0.0892
H  22.4091  -9.5994  8.8454  0.0846
H  21.5254  -8.3538  9.8002  0.0646
H  21.4132  -7.9644  7.1676  0.0557
H  23.1894  -7.9628  7.2904  0.1450
H  23.0167  -6.2026  8.3328  0.1651
C  17.5729  -7.3118  8.4129  -0.0560
C  18.2898  -8.5669  8.3040  -0.2331
O  19.4433  -8.3971  7.5154  -0.2068
H  16.9017  -7.4059  7.5592  0.0836
H  18.0296  -6.3243  8.4799  0.0843
H  16.7850  -7.3308  9.1658  0.0493
H  17.7989  -9.5113  8.0690  0.0869
H  18.6562  -8.8708  9.2845  0.1153
H  19.8176  -7.5908  7.8779  -0.1461

Cartesian forces (eV/Å) of the 2 atoms listed first:
C -0.914 0.776 2.909
O 0.186 0.430 -2.270

---

2.
8 unconnected molecules or ions with the total composition C36H93N5O16 at a distorted geometry. Source: the OMol25 dataset; level of theory: wB97M-V/def2-TZVPD.

Molecular weight in g mol⁻¹: 852.2
SMILES string: COCCNCCOC.COCCNCCOC.COCCNCCOC.COCCNCCOC.COCCNCCOC.OCCO.OCCO.OCCO
Energy relative to the best compared isomer or geometry (same formula, charge and spin) in kJ/mol: 619.69

Each line ends with the Löwdin charge.
Cartesian coordinates (Å):
C  8.3777  -22.0720  -22.8066  -0.1100
O  9.5799  -21.6018  -23.4290  -0.1927
C  9.7311  -20.1400  -23.3716  -0.1514
C  10.7331  -19.6794  -24.5020  -0.1490
N  11.9015  -20.5573  -24.6499  -0.0864
C  12.8271  -20.7911  -23.5871  -0.1977
C  14.0766  -21.5366  -24.0825  -0.1442
O  13.6317  -22.8568  -24.5149  -0.2453
C  14.0880  -24.0462  -23.9260  -0.1015
H  8.4667  -21.9054  -21.7331  0.0791
H  8.3310  -23.1609  -22.7979  0.0831
H  7.3809  -21.7460  -23.1037  0.0876
H  9.8762  -19.8115  -22.3425  0.1122
H  8.7968  -19.6561  -23.6563  0.1080
H  11.1145  -18.6759  -24.6902  0.0968
H  10.1506  -19.7816  -25.4176  0.1012
H  11.5793  -21.5074  -24.7664  0.0955
H  12.2768  -21.4308  -22.8972  0.1249
H  13.1002  -19.8608  -23.0890  0.1091
H  14.7058  -21.6339  -23.1977  0.1177
H  14.6813  -21.0742  -24.8627  0.1147
H  15.1564  -23.8459  -24.0052  0.0813
H  13.8830  -24.9524  -24.4960  0.0874
H  13.9030  -24.1145  -22.8540  0.0856
C  17.7859  -18.1194  -28.9505  -0.1052
O  17.2815  -16.8368  -28.4871  -0.2288
C  17.7809  -16.5502  -27.0771  -0.1362
C  19.3182  -16.6365  -26.9058  -0.2726
N  20.0062  -15.7898  -27.7818  -0.0630
C  21.4684  -15.7910  -27.6160  -0.1619
C  21.9761  -14.9091  -26.3961  -0.1930
O  21.4498  -13.6193  -26.7496  -0.2030
C  21.8597  -12.6978  -25.7905  -0.1354
H  18.8716  -18.1609  -28.8630  0.0709
H  17.4749  -18.2597  -29.9857  0.0705
H  17.3159  -18.8864  -28.3351  0.0839
H  17.2390  -17.1589  -26.3533  0.1095
H  17.5009  -15.5054  -26.9425  0.1137
H  19.6181  -17.6836  -26.8644  0.1176
H  19.4202  -16.2442  -25.8940  0.1095
H  19.7594  -14.8180  -27.6596  0.1102
H  21.7577  -15.1837  -28.4736  0.1117
H  21.8917  -16.7953  -27.5962  0.1153
H  23.0636  -14.9279  -26.3250  0.1150
H  21.5844  -15.2480  -25.4370  0.1101
H  21.1072  -12.7024  -25.0020  0.0895
H  21.9187  -11.7495  -26.3247  0.0918
H  22.8226  -12.8243  -25.2956  0.0852
C  14.7732  -16.8731  -31.0647  -0.1234
O  13.7511  -17.7776  -30.8544  -0.2231
C  14.2267  -19.1705  -30.6935  -0.1300
C  14.8333  -19.7676  -32.0100  -0.1927
N  14.7276  -21.2233  -32.1499  -0.0590
C  15.4410  -21.6873  -33.3919  -0.1350
C  17.0051  -21.9294  -33.0803  -0.2702
O  17.6361  -20.8028  -32.7386  -0.1884
C  18.7764  -20.9870  -31.9450  -0.0967
H  14.5025  -15.8622  -31.3695  0.1018
H  15.5571  -17.2084  -31.7439  0.0875
H  15.2758  -16.8448  -30.0979  0.0760
H  13.4009  -19.7410  -30.2684  0.1054
H  14.9542  -19.1619  -29.8818  0.1094
H  15.8714  -19.4402  -32.0679  0.0943
H  14.1841  -19.3105  -32.7568  0.1261
H  15.0760  -21.7927  -31.3920  0.0898
H  15.2669  -20.9644  -34.1889  0.1128
H  15.1063  -22.7136  -33.5430  0.1033
H  17.4939  -22.4836  -33.8816  0.1191
H  16.9356  -22.5696  -32.2009  0.1085
H  19.2783  -21.9528  -32.0036  0.0909
H  18.6308  -20.8737  -30.8708  0.0787
H  19.3571  -20.1117  -32.2363  0.0951
C  18.6732  -26.1457  -26.1509  -0.1023
O  18.0578  -24.9748  -26.7365  -0.2076
C  17.1850  -25.3005  -27.8593  -0.1987
C  15.7224  -25.1027  -27.4870  -0.2039
N  15.2510  -23.7449  -27.9438  -0.0454
C  13.8064  -23.6135  -27.6623  -0.1602
C  13.0890  -22.8495  -28.9948  -0.1672
O  11.6948  -22.6671  -28.8420  -0.1984
C  11.2189  -21.5087  -28.1529  -0.0806
H  19.6509  -25.8938  -25.7402  0.0775
H  18.8988  -26.9619  -26.8371  0.0807
H  18.0123  -26.4030  -25.3231  0.0826
H  17.1918  -26.3773  -28.0280  0.1041
H  17.4366  -24.6989  -28.7328  0.1185
H  15.6001  -25.3291  -26.4278  0.1087
H  15.1460  -25.7748  -28.1228  0.1138
H  15.7475  -23.1023  -27.3432  0.0982
H  13.4981  -23.0279  -26.7962  0.0787
H  13.2151  -24.5231  -27.5575  0.1060
H  13.2714  -23.3797  -29.9295  0.1058
H  13.5502  -21.8622  -29.0233  0.0841
H  11.6049  -20.5221  -28.4096  0.0584
H  11.4629  -21.6977  -27.1075  0.0671
H  10.1324  -21.4321  -28.1950  0.0866
C  7.2284  -16.4394  -25.2669  -0.1133
O  7.0527  -17.4703  -26.1866  -0.2171
C  8.1117  -17.6198  -27.1771  -0.1776
C  7.5286  -18.4963  -28.3012  -0.1885
N  6.7204  -19.5941  -27.6642  -0.0538
C  5.7702  -20.2699  -28.6089  -0.1703
C  4.9297  -21.3361  -27.8594  -0.2797
O  3.8268  -20.8131  -27.3274  -0.1804
C  2.6378  -20.7728  -28.0780  -0.1008
H  7.0509  -15.5507  -25.8726  0.0968
H  8.1331  -16.5432  -24.6678  0.0813
H  6.4793  -16.5324  -24.4806  0.0857
H  9.0918  -17.9729  -26.8562  0.0961
H  8.2291  -16.7187  -27.7791  0.1003
H  8.3348  -18.9269  -28.8952  0.1104
H  6.9311  -17.8581  -28.9523  0.1087
H  6.2444  -19.1805  -26.8752  0.0835
H  6.2717  -20.5696  -29.5291  0.1133
H  5.0134  -19.5549  -28.9315  0.1031
H  5.5497  -21.7760  -27.0783  0.1229
H  4.6147  -22.1069  -28.5628  0.1156
H  2.8121  -20.5600  -29.1327  0.0825
H  1.9865  -19.9823  -27.7050  0.0906
H  2.0812  -21.7090  -28.1196  0.0839
O  12.5141  -16.6332  -28.6947  -0.0757
C  12.3566  -17.8344  -27.9233  -0.1528
C  13.5559  -18.1690  -26.9244  -0.2274
O  13.7933  -19.5312  -26.7188  -0.0762
H  13.1238  -16.8096  -29.4150  0.0520
H  11.4228  -18.0044  -27.3874  0.1072
H  12.4846  -18.6381  -28.6484  0.0806
H  13.5052  -17.5938  -25.9999  0.0999
H  14.5116  -17.7994  -27.2959  0.1038
H  13.2155  -19.8228  -26.0097  0.0230
O  10.1937  -16.2615  -29.7427  -0.0910
C  10.4347  -15.1094  -30.5915  -0.2028
C  9.9045  -13.8306  -29.8930  -0.2913
O  8.5488  -13.9550  -29.8564  -0.0494
H  11.0105  -16.3676  -29.2496  -0.0017
H  11.5170  -14.9811  -30.5781  0.1054
H  10.0252  -15.1135  -31.6017  0.1222
H  10.0992  -12.9012  -30.4282  0.1167
H  10.4538  -13.7407  -28.9558  0.1118
H  8.4001  -14.9031  -29.8826  0.0695
O  13.6877  -17.1816  -20.7048  -0.0288
C  13.4916  -16.5268  -21.8982  -0.2734
C  12.2811  -17.1190  -22.5964  -0.2837
O  11.1660  -16.5376  -21.9925  -0.0547
H  12.7756  -17.3217  -20.4402  0.0847
H  13.2078  -15.4811  -21.7792  0.1223
H  14.2708  -16.7569  -22.6248  0.1231
H  12.1592  -18.1582  -22.2908  0.1010
H  12.3492  -17.0663  -23.6830  0.1052
H  11.2321  -15.6082  -22.2238  0.0889

Cartesian forces (eV/Å) of the 2 atoms listed first:
C 0.708 -0.579 1.445
O -0.594 1.308 -0.514